This record from the OMol25 dataset describes a cluster of 2 separate species, C8H10P2 in total at a distorted geometry. The level of theory is ωB97M-V/def2-TZVPD.

Values from the calculation:
Kohn-Sham gap (spin up / spin down) = 6.91 / 6.94 eV
Structure (SMILES) = C1#P=CC=C1.C1=PCCC1
Net charge = 0
Highest occupied orbital energy (spin up / spin down) = -8.571 / -7.665 eV
Lowest unoccupied orbital energy (spin up / spin down) = -1.6629 / -0.7219 eV
Energy relative to the best compared isomer or geometry (same formula, charge and spin) = 118.00 kcal/mol
M = 168.116 g/mol

CARTESIAN COORDINATES (ANGSTROEM)
C1 2.12752 1.69578 0.87688
P1 2.36406 1.58631 -0.78949
C2 2.90538 -0.01948 -0.55468
C3 2.76458 -0.45491 0.74663
C4 2.26544 0.59529 1.62200
H1 3.32079 -0.54381 -1.44007
H2 3.25958 -1.22440 1.13968
H3 2.18969 0.55695 2.69152
C5 -0.36020 0.77021 -1.25390
P2 -0.71809 1.78839 0.08708
C6 -2.03213 0.64986 0.83760
C7 -1.60272 -0.69462 0.27656
C8 -1.30131 -0.49227 -1.20630
H4 -0.38175 1.52538 -2.26547
H5 -2.85047 0.94438 0.31645
H6 -2.23652 0.65484 1.88332
H7 -2.63031 -1.38436 0.42638
H8 -0.68644 -1.18848 0.75899
H9 -2.27456 -0.21231 -1.68175
H10 -1.05021 -1.41328 -1.60958